ORCA calculation (ωB97M-V/def2-TZVPD) on C4H5NO in the gas phase.

Energy relative to the best compared isomer or geometry (same formula, charge and spin): 0.747 eV
E_HOMO: -9.515 eV
DFT total energy: -7765.779 eV

```
11
Properties=species:S:1:pos:R:3:lowdin_charge:R:1
H 2.7126 -0.9174 0.0560 0.059
N 2.3270 -0.0295 -0.2682 0.150
C 1.0813 0.0000 -0.0606 -0.461
C 0.1434 1.0972 -0.3728 -0.007
C -1.0882 0.6921 -0.0808 -0.036
C -1.0296 -0.7499 0.3374 -0.170
O 0.3585 -1.0130 0.5161 -0.020
H 0.4688 2.0506 -0.7671 0.115
H -2.0061 1.2659 -0.1367 0.112
H -1.3866 -1.4003 -0.4721 0.130
H -1.5812 -0.9955 1.2488 0.127
```